No. 1
24
Properties=species:S:1:pos:R:3:mulliken_charge:R:1 method="wB97M-V/def2-TZVPD" smiles=CNC[C@H](C)N(C)C total_charge=0 fmax_ha_per_bohr=0.108
C 0.050 0.757 2.123 -0.985
N -0.252 0.527 0.734 0.283
C -1.573 1.094 0.403 -1.003
C -1.486 -1.802 0.190 -1.365
C -0.111 -0.889 0.243 0.303
C 0.454 -0.767 -1.183 -0.981
N 1.894 -0.351 -1.464 -0.392
C 2.157 1.117 -1.573 -0.733
H -0.567 0.002 2.756 0.290
H 1.125 0.410 2.324 0.268
H -0.138 1.820 2.381 0.360
H -2.469 0.474 0.557 0.307
H -1.519 1.394 -0.696 0.212
H -1.857 1.980 0.997 0.385
H -1.252 -2.901 0.067 0.380
H -2.039 -1.689 1.096 0.435
H -2.206 -1.566 -0.747 0.251
H 0.520 -1.504 0.888 0.346
H -0.173 -0.131 -1.851 0.326
H 0.542 -1.718 -1.779 0.272
H 2.560 -0.620 -0.748 0.240
H 2.879 1.135 -2.276 0.391
H 2.264 1.631 -0.559 0.198
H 1.196 1.598 -1.881 0.213

---

No. 2
44
Properties=species:S:1:pos:R:3:mulliken_charge:R:1 method="wB97M-V/def2-TZVPD" smiles="NC(=O)CC[C@H](N)C(=O)N[C@@H](Cc1c[nH]c2ccccc12)C(=O)O" total_charge=0 fmax_ha_per_bohr=0.111
C -2.566 -0.072 0.832 0.080
C -1.405 1.020 0.947 0.180
C -3.342 0.743 -0.352 -0.866
C -4.193 -0.259 -1.107 -0.439
C -5.759 -0.264 -0.777 0.220
C -0.011 -0.317 -0.717 0.343
C 0.420 -1.499 0.164 0.405
C 1.110 0.132 -1.688 -1.626
C 2.336 0.706 -1.158 0.709
C 2.619 2.113 -1.010 -0.890
C 3.394 -0.013 -0.582 0.574
C 4.319 0.924 0.024 -0.175
C 3.863 -1.407 -0.639 -0.112
C 5.506 0.564 0.668 -0.561
C 5.004 -1.821 0.063 -0.627
C 5.736 -0.832 0.849 -0.571
H -3.386 0.931 2.364 0.287
H -2.861 -0.499 2.842 0.264
H -2.312 -1.112 0.555 0.557
H -2.540 1.420 -0.889 0.457
H -4.061 1.457 0.345 0.459
H -3.843 -1.345 -0.904 0.277
H -4.233 -0.043 -2.255 0.263
H -6.873 -0.304 0.870 0.236
H -5.202 -0.255 1.217 0.238
H 0.409 1.559 0.263 0.139
H -0.891 -0.544 -1.264 0.464
H 1.418 -0.691 -2.266 0.453
H 0.715 0.932 -2.364 0.403
H 2.022 2.887 -1.409 0.475
H 4.083 3.044 0.166 0.300
H 3.273 -2.088 -1.342 0.215
H 6.118 1.316 1.376 0.203
H 5.205 -2.882 -0.031 0.387
H 6.605 -1.121 1.384 0.413
H 0.298 -2.241 1.811 0.367
N -3.348 -0.046 2.086 -0.825
N -5.929 -0.158 0.535 -0.259
N -0.307 0.745 0.151 0.185
N 3.865 2.212 -0.427 -0.172
O -1.548 2.147 1.549 -0.730
O -6.703 -0.500 -1.576 -0.666
O 1.055 -2.508 -0.189 -0.637
O 0.186 -1.389 1.467 -0.398

---

No. 3
123
Properties=species:S:1:pos:R:3:mulliken_charge:R:1 method="wB97M-V/def2-TZVPD" total_charge=+1 fmax_ha_per_bohr=0.207
C -0.086 0.577 -1.997 -1.053
C -0.474 0.938 -0.615 -0.698
N 0.058 0.034 0.380 0.287
C -0.218 -1.375 0.590 -0.620
C 0.695 -1.831 1.593 -0.331
N 1.558 -0.828 1.844 0.155
C 1.137 0.291 1.180 -0.291
C 2.593 -0.953 2.811 -0.971
H -0.533 1.311 -2.667 0.368
H -0.472 -0.421 -2.203 0.390
H 0.991 0.745 -1.993 0.319
H -1.528 0.847 -0.350 0.359
H -0.125 1.932 -0.334 0.418
H -1.059 -1.933 0.206 0.496
H 0.793 -2.717 2.203 0.525
H 1.613 1.253 1.298 0.499
H 3.493 -0.449 2.459 0.381
H 3.132 -1.892 2.938 0.386
H 2.203 -0.688 3.793 0.362
C 2.678 5.646 -2.183 0.674
O 3.518 5.274 -1.367 -0.700
N 2.831 5.466 -3.452 -0.395
N 1.580 6.223 -1.887 -0.384
H 3.720 5.003 -3.576 0.223
H 2.223 5.703 -4.223 0.176
H 0.959 6.445 -2.651 0.175
H 1.560 6.757 -1.029 0.236
C -3.494 4.166 3.653 0.653
O -2.711 4.594 4.532 -0.705
N -4.395 4.899 3.108 -0.377
N -3.567 3.025 3.136 -0.347
H -4.294 5.902 3.154 0.222
H -5.092 4.488 2.503 0.141
H -4.215 2.637 2.465 0.191
H -2.985 2.415 3.691 0.227
C -7.475 3.106 -2.073 0.639
O -6.829 3.235 -1.093 -0.668
N -7.117 2.878 -3.276 -0.312
N -8.726 3.076 -1.975 -0.350
H -6.221 2.507 -3.557 0.220
H -7.942 2.771 -3.850 0.132
H -9.213 2.881 -2.838 0.122
H -9.175 3.444 -1.149 0.218
C -5.013 -1.460 -6.479 0.553
O -4.513 -0.536 -5.905 -0.628
N -4.618 -1.960 -7.640 -0.389
N -6.165 -2.025 -6.132 -0.389
H -4.935 -2.840 -8.020 0.196
H -3.690 -1.692 -7.934 0.239
H -6.461 -2.907 -6.526 0.189
H -6.561 -1.881 -5.214 0.229
C 2.866 4.602 5.061 0.582
O 3.961 4.983 5.213 -0.604
N 2.402 3.555 5.686 -0.364
N 2.088 4.938 4.047 -0.411
H 2.947 3.003 6.334 0.215
H 1.523 3.162 5.382 0.148
H 2.401 5.782 3.588 0.231
H 1.090 4.809 4.132 0.208
C -2.162 -0.903 7.498 0.706
O -1.672 -0.389 6.474 -0.673
N -2.003 -0.533 8.744 -0.398
N -2.693 -2.046 7.491 -0.383
H -2.084 -1.299 9.398 0.161
H -1.701 0.335 9.162 0.198
H -2.700 -2.664 6.693 0.206
H -3.213 -2.341 8.305 0.182
C 2.240 -6.229 6.598 0.658
O 2.825 -5.184 6.840 -0.684
N 2.110 -6.858 5.534 -0.333
N 1.657 -6.897 7.474 -0.382
H 1.795 -7.817 5.540 0.168
H 2.473 -6.473 4.674 0.209
H 1.292 -7.837 7.407 0.153
H 1.656 -6.572 8.430 0.211
C 2.203 -0.375 -7.639 0.740
O 1.081 -0.745 -7.999 -0.700
N 3.217 -1.146 -7.611 -0.435
N 2.481 0.841 -7.288 -0.393
H 2.969 -2.071 -7.932 0.238
H 4.171 -0.844 -7.474 0.181
H 1.739 1.513 -7.157 0.224
H 3.429 0.937 -6.953 0.153
C -1.613 4.922 -7.944 0.664
O -0.901 4.974 -7.031 -0.625
N -2.107 3.907 -8.567 -0.420
N -1.910 5.973 -8.597 -0.431
H -2.521 3.997 -9.483 0.190
H -1.863 3.107 -8.000 0.231
H -1.615 6.805 -8.106 0.226
H -2.609 5.947 -9.326 0.166
C 1.087 -4.372 -3.645 0.744
O 0.960 -5.251 -2.758 -0.690
N 0.213 -3.918 -4.451 -0.366
N 2.143 -3.617 -3.796 -0.459
H -0.693 -4.340 -4.305 0.203
H 0.450 -3.191 -5.111 0.151
H 2.682 -3.594 -2.942 0.225
H 2.134 -2.759 -4.329 0.191
C -6.676 -1.407 2.308 -0.470
C -7.248 -2.694 2.903 -0.203
O -7.255 -3.579 1.833 -0.349
S -6.432 -3.060 0.455 1.069
O -7.345 -2.601 -0.600 -0.502
O -5.391 -4.034 0.099 -0.509
O -5.850 -1.827 1.361 -0.251
H -6.195 -0.765 3.046 0.320
H -7.393 -0.822 1.732 0.325
H -8.238 -2.371 3.224 0.256
H -6.712 -3.097 3.762 0.310
C 11.581 -2.454 4.020 -0.499
C 11.437 -3.652 3.061 -0.505
C 11.158 -2.948 1.723 -0.403
O 10.143 -1.973 2.135 -0.428
C 10.489 -1.465 3.400 -0.415
H 12.583 -2.047 4.158 0.325
H 11.275 -2.876 4.977 0.252
H 10.717 -4.411 3.368 0.296
H 12.426 -4.110 3.048 0.284
H 10.705 -3.525 0.917 0.301
H 12.000 -2.399 1.300 0.249
H 9.622 -1.282 4.034 0.276
H 10.941 -0.512 3.124 0.267

---

No. 4
18
Properties=species:S:1:pos:R:3:mulliken_charge:R:1 method="wB97M-V/def2-TZVPD" smiles="O=C1NC=CC(O)(O)C1(O)O" total_charge=0 fmax_ha_per_bohr=0.085
C -1.092 1.223 -0.290 -0.706
C 0.053 1.928 -0.250 -0.511
C 1.522 -0.007 0.196 0.433
C -1.042 -0.141 0.280 0.563
C 0.363 -0.788 -0.325 0.634
N 1.324 1.324 0.108 -0.148
O 2.520 -0.566 0.646 -0.673
O -2.058 -0.880 -0.217 -0.552
O -0.878 -0.122 1.721 -0.560
O 0.466 -2.079 0.192 -0.626
O 0.576 -0.637 -1.747 -0.573
H -1.979 1.799 -0.486 0.393
H 0.050 2.857 -0.646 0.543
H 1.885 1.845 0.705 0.261
H -1.825 -1.747 0.001 0.404
H -1.090 -1.013 2.091 0.407
H 1.382 -2.280 0.287 0.361
H -0.176 -0.715 -2.269 0.350

---

No. 5
60
Properties=species:S:1:pos:R:3:mulliken_charge:R:1 method="wB97M-V/def2-TZVPD" smiles="CC1=[NH+]c2ccc(C)cc2[C@H]1[C@@H](C=C(c1ccccc1)c1ccccc1)c1ccccc1" total_charge=+1 fmax_ha_per_bohr=0.038
C -4.002 -2.436 1.094 -1.424
C -2.979 -1.447 1.451 -0.491
C -2.971 0.051 1.197 1.088
C -1.773 0.479 2.028 -0.076
C -1.160 -0.657 2.552 -0.249
N -1.939 -1.767 2.199 0.215
C -0.087 -0.622 3.433 -1.025
C 0.384 0.633 3.809 -0.716
C -0.238 1.801 3.334 0.909
C 0.248 3.119 3.847 -1.677
C -1.316 1.725 2.434 -0.278
H -4.876 -1.918 0.685 0.196
H -3.631 -3.162 0.352 0.350
H -4.314 -2.996 1.990 0.511
H -3.904 0.481 1.603 1.009
H -1.741 -2.709 2.532 0.349
H 0.339 -1.557 3.794 0.434
H 1.229 0.730 4.490 0.452
H -0.403 3.939 3.532 0.343
H 0.284 3.117 4.945 0.394
H 1.265 3.335 3.495 0.365
H -1.853 2.621 2.115 0.460
C -4.767 6.728 -0.573 -0.446
C -3.620 6.128 -0.041 -0.761
C -3.471 4.741 -0.067 -0.425
C -4.497 3.917 -0.572 0.279
C -4.371 2.441 -0.548 1.022
C -3.139 1.863 -0.482 -1.611
C -2.895 0.390 -0.261 1.202
C -1.608 -0.134 -0.913 -0.057
C -1.562 -1.475 -1.281 -0.064
C -0.388 -2.039 -1.784 -0.929
C 0.736 -1.229 -1.982 -0.599
C 0.657 0.137 -1.713 -0.859
C -0.509 0.688 -1.162 -0.344
C -5.624 1.625 -0.580 0.288
C -5.778 0.541 -1.463 -0.216
C -6.942 -0.232 -1.441 -0.832
C -7.969 0.072 -0.541 -0.440
C -7.842 1.171 0.318 -0.851
C -6.689 1.955 0.277 -0.267
C -5.646 4.534 -1.113 -0.344
C -5.775 5.921 -1.119 -0.770
H -4.880 7.813 -0.564 0.387
H -2.835 6.743 0.398 0.394
H -2.562 4.289 0.333 0.136
H -2.264 2.499 -0.590 0.442
H -3.717 -0.158 -0.729 0.363
H -2.460 -2.093 -1.162 0.416
H -0.369 -3.105 -2.011 0.422
H 1.659 -1.664 -2.367 0.411
H 1.499 0.799 -1.919 0.413
H -0.542 1.753 -0.928 0.316
H -4.992 0.336 -2.196 0.521
H -7.039 -1.064 -2.140 0.433
H -8.874 -0.539 -0.521 0.422
H -8.643 1.429 1.013 0.399
H -6.605 2.834 0.920 0.545
H -6.435 3.913 -1.542 0.481
H -6.669 6.370 -1.550 0.385

---

No. 6
9
Properties=species:S:1:pos:R:3:mulliken_charge:R:1 method="wB97M-V/def2-TZVPD" smiles="[O-]CN=C=NO" total_charge=-1 fmax_ha_per_bohr=0.093
C 0.374 0.583 0.204 0.291
C -0.810 -1.572 -0.181 -0.171
N -0.297 -0.347 0.495 -0.206
N 1.346 1.246 -0.088 -0.345
O 1.533 2.699 0.117 -0.381
O -1.628 -1.375 -1.137 -0.782
H -1.405 -2.254 0.607 0.153
H 0.677 3.010 0.478 0.298
H 0.210 -1.990 -0.495 0.142

---

| no. | DFT total energy (eV) |
| --- | --- |
| 1 | -9459.1963 |
| 2 | -31065.4756 |
| 3 | -98157.6322 |
| 4 | -17025.0881 |
| 5 | -34085.8576 |
| 6 | -9194.2479 |